No. 1
DFT (ωB97M-V/def2-TZVPD) results for a 2-piece molecular cluster, CH4N2OS overall in a non-equilibrium geometry.

XYZ file:
```
9
Properties=species:S:1:pos:R:3:lowdin_charge:R:1
C -1.78894 -1.43634 -0.62610 -0.4455
N -1.50517 -1.32700 0.51065 0.1932
N 0.78734 1.23092 -0.19244 -0.4129
O -2.08733 -1.38457 -1.73232 0.1790
S 1.83754 1.05672 1.14475 0.6083
H -0.60516 -1.41294 0.92178 0.0740
H 2.90361 0.44469 0.49060 -0.1419
H -0.04186 0.68480 -0.20261 -0.0306
H 0.49996 2.14371 -0.31432 -0.0237
```

Summary:
* relative energy (zero: lowest compared OMol25 entry of this formula, charge and spin): 107.0 kJ/mol
* E_tot: -16964.0798 eV
* gap between HOMO and LUMO: 10.12 eV
* LUMO level: 0.560 eV
* HOMO level: -9.56 eV
* SMILES: N=C=O.NS

---

No. 2
DFT (ωB97M-V/def2-TZVPD) results for a 2-piece molecular cluster, C3H5IN overall in a non-equilibrium geometry.

XYZ file:
```
10
Properties=species:S:1:pos:R:3:lowdin_charge:R:1
C 0.48277 2.25836 -0.13112 0.2032
C 0.07073 1.15122 0.08829 -0.2568
C -0.45829 -0.13571 0.34797 -0.8209
N 0.31680 -1.22159 -0.33765 0.1102
I -2.56592 -0.38139 -0.03068 0.9309
H 0.86263 3.21718 -0.33552 0.0567
H -0.21259 -0.45036 1.93784 0.2746
H 1.32799 -1.11898 -0.15744 0.1770
H 0.17001 -1.16515 -1.36028 0.1675
H 0.00586 -2.15358 -0.02141 0.1577
```

Summary:
* relative energy (zero: lowest compared OMol25 entry of this formula, charge and spin): 136.5 kJ/mol
* charge: +1
* E_tot: -12771.5649 eV
* gap between HOMO and LUMO: 9.46 eV
* LUMO level: -4.645 eV
* HOMO level: -14.11 eV

---

No. 3
DFT (ωB97M-V/def2-TZVPD) results for a 2-piece molecular cluster, C4H13N2S overall.

XYZ file:
```
20
Properties=species:S:1:pos:R:3:lowdin_charge:R:1
C 2.37972 0.70065 -0.56273 -0.2458
C 2.74806 0.61832 0.91335 -0.8153
S 1.29857 0.47596 2.02262 0.1690
H 1.76714 1.57592 -0.72737 0.0408
H 1.80229 -0.18153 -0.83906 0.0503
H 3.27654 0.77109 -1.19526 0.0502
H 3.34132 1.48874 1.17566 0.0170
H 3.38004 -0.26118 1.08246 0.0196
C -1.15564 0.69073 -0.91300 -0.1665
N -1.91400 -0.54677 -1.04365 -0.1424
C -2.37883 -1.06368 0.25443 -0.3826
N -1.37311 -1.57673 1.09864 0.0008
H -0.76045 0.97609 -1.88862 0.0660
H -1.77560 1.52519 -0.54588 0.0717
H -0.33625 0.54016 -0.20825 -0.0075
H -2.73330 -0.38604 -1.61481 0.0735
H -3.09748 -1.85743 0.01729 0.0957
H -2.90872 -0.27463 0.81560 0.1053
H -0.83567 -2.32138 0.68169 0.0612
H -0.72461 -0.89347 1.47688 -0.0608
```

Summary:
* relative energy (zero: lowest compared OMol25 entry of this formula, charge and spin): 56.0 kJ/mol
* charge: -1
* E_tot: -18174.9468 eV
* gap between HOMO and LUMO: 6.40 eV
* LUMO level: 3.870 eV
* HOMO level: -2.54 eV

---

No. 4
DFT (ωB97M-V/def2-TZVPD) results for the molecule C3H2OS in a non-equilibrium geometry.

XYZ file:
```
7
Properties=species:S:1:pos:R:3:lowdin_charge:R:1
C 0.43797 0.84575 -0.21584 -0.5828
C -0.45390 -0.22228 0.26176 -0.3926
C -0.00286 -1.57436 0.55255 0.0099
O -0.48454 -1.40859 -0.58374 0.0610
S 2.07196 0.79116 0.02236 0.7127
H -0.14791 1.60231 -0.75782 0.0660
H -1.42071 -0.03400 0.72073 0.1257
```

Summary:
* relative energy (zero: lowest compared OMol25 entry of this formula, charge and spin): 284.9 kJ/mol
* E_tot: -16021.3649 eV
* gap between HOMO and LUMO (alpha / beta): 8.22 / 8.22 eV
* LUMO level (alpha / beta): -1.173 / -1.173 eV
* HOMO level (alpha / beta): -9.39 / -9.39 eV

---

No. 5
DFT (ωB97M-V/def2-TZVPD) results for C38H33BrCrN3O9 as an isolated structure in a non-equilibrium geometry.

XYZ file:
```
85
Properties=species:S:1:pos:R:3:lowdin_charge:R:1
Cr 0.83432 0.43582 -0.05666 0.9944
O 0.94596 4.41686 0.35195 0.0601
C 0.74873 3.34303 -0.19169 -0.5718
O 0.47438 2.25829 0.45921 -0.1418
C 0.81340 3.23103 -1.70591 -0.0832
C -0.26811 2.28694 -2.22266 -0.1957
C -0.39035 2.39923 -3.74146 -0.0755
C 0.84226 1.60022 -4.22740 -0.0855
C 1.53919 1.28783 -2.91127 -0.2276
O 0.40834 0.99968 -2.06147 -0.1585
C 2.12224 2.53826 -2.23808 -0.0732
C 3.10192 2.07070 -1.15829 -0.5858
O 4.25698 2.46981 -1.15867 0.0474
O 2.63485 1.19048 -0.33827 -0.1148
H 0.70340 4.23961 -2.10177 0.1529
H -1.19962 2.28327 -1.65185 0.1357
H -0.35900 3.44591 -4.04499 0.1141
H -1.32176 1.96187 -4.09614 0.1167
H 1.48687 2.14831 -4.91535 0.1128
H 0.53537 0.66355 -4.69271 0.1158
H 2.21106 0.43206 -2.94186 0.1570
H 2.66755 3.17343 -2.93539 0.1506
C -0.14877 -4.21314 -2.44660 -0.0585
C 1.17052 -3.58124 -2.80024 -0.2023
C 1.95810 -4.23327 -3.73883 -0.0868
C 3.25849 -3.83510 -4.00037 -0.1245
C 3.80493 -2.85845 -3.18914 -0.0877
C 3.05243 -2.18908 -2.22869 -0.2109
C 3.81160 -1.35223 -1.23687 -0.0378
C 1.66004 -2.41415 -2.14904 -0.1737
N 0.80399 -1.61542 -1.37237 0.0948
C -0.47027 -1.49154 -1.85417 -0.4959
O -0.90961 -1.69642 -2.98185 0.0242
C -1.44129 -1.12577 -0.74095 -0.1551
C -2.74853 -1.56415 -0.60610 0.0207
C -3.37765 -1.35444 0.61787 -0.0335
C -2.68456 -0.81475 1.69961 0.0170
C -1.38920 -0.39799 1.47393 -0.1407
N -0.86675 -0.50078 0.26348 0.0359
C -0.31502 -0.09914 2.51241 -0.4501
O -0.57430 -0.13854 3.70990 0.0496
N 0.89116 0.01241 1.91375 0.0050
C 2.05251 -0.14023 2.71551 -0.1745
C 2.54773 -1.44438 2.86065 -0.2013
C 1.84558 -2.59088 2.18544 -0.0291
C 3.67492 -1.65963 3.64005 -0.0714
C 4.30733 -0.59703 4.27112 -0.1100
C 3.81565 0.68491 4.10690 -0.0632
C 2.68598 0.93900 3.33064 -0.1852
C 2.16939 2.34241 3.19904 -0.0160
H -0.07107 -5.29634 -2.56205 0.0707
H -0.96069 -3.84556 -3.07342 0.0720
H -0.41835 -3.99359 -1.41183 0.0822
H 1.53659 -5.08797 -4.25853 0.0976
H 3.85073 -4.32551 -4.76345 0.0822
H 4.85965 -2.61463 -3.26696 0.1028
H 4.64599 -1.94637 -0.85514 0.0846
H 3.20775 -1.05626 -0.38823 0.0458
H 4.23376 -0.44127 -1.66216 0.0796
H -3.23026 -2.06415 -1.43452 0.1156
H -4.41026 -1.65663 0.74693 0.1044
H -3.11343 -0.71976 2.68736 0.1195
H 0.85749 -2.74858 2.62563 0.0850
H 2.42182 -3.51107 2.29624 0.0707
H 1.68880 -2.39894 1.12176 0.0605
H 4.05889 -2.66813 3.75068 0.0943
H 5.17763 -0.77301 4.89294 0.0852
H 4.31060 1.52157 4.58864 0.1020
H 2.99277 3.03372 3.01305 0.0858
H 1.67155 2.64493 4.12438 0.0863
H 1.45325 2.44066 2.38929 0.0484
Br -1.91839 3.66972 2.64229 0.8370
C -3.51645 2.65757 2.59016 -0.6127
C -4.09204 2.23934 3.78184 -0.1433
C -5.27658 1.51990 3.75749 -0.1233
C -5.88054 1.23235 2.53809 -0.1171
C -5.28091 1.64291 1.35887 -0.0495
C -4.08217 2.35666 1.35940 -0.1777
C -3.37453 2.61773 0.02834 -0.7179
O -3.72538 3.59840 -0.64193 -0.0180
O -2.54078 1.72314 -0.22433 -0.0167
H -3.60287 2.47100 4.71816 0.0913
H -5.72360 1.18678 4.68635 0.0869
H -6.81324 0.68032 2.50994 0.0865
H -5.73474 1.40956 0.40249 0.1164
```

Summary:
* charge: -2
* E_tot: -161310.7293 eV
* gap between HOMO and LUMO (alpha / beta): 7.49 / 7.51 eV
* multiplicity: 4
* LUMO level (alpha / beta): 4.463 / 4.463 eV
* HOMO level (alpha / beta): -3.03 / -3.05 eV

---

No. 6
DFT (ωB97M-V/def2-TZVPD) results for the molecule C6H9FN2O in a non-equilibrium geometry.

XYZ file:
```
19
Properties=species:S:1:pos:R:3:lowdin_charge:R:1
C 0.03127 0.82411 -0.22226 -0.1114
C 0.57860 -0.54423 0.13083 -0.1777
C -0.44155 0.77558 -1.44490 -0.2606
C -1.06272 1.69430 -2.43449 -0.0099
C -0.05636 -1.35051 2.30072 -0.0359
C 1.15252 -0.90730 1.42696 -0.4128
N 0.35118 -1.31128 -0.94818 0.0851
N -0.21752 -0.53490 -1.89800 0.0091
O 1.84174 0.11304 2.07720 -0.0147
F 0.00880 1.87858 0.71198 0.0189
H -0.26228 1.88374 -3.26074 0.1300
H -1.98617 1.23950 -2.73954 0.0766
H -1.29307 2.60800 -2.01876 0.0465
H -0.73279 -0.56691 2.43471 0.0456
H 0.23360 -1.80405 3.31795 0.1047
H -0.62243 -2.16084 1.66748 0.1172
H 1.87210 -1.70349 1.19112 0.1533
H -0.59218 -0.84168 -2.77349 0.1448
H 1.19727 0.70836 2.48142 0.0910
```

Summary:
* relative energy (zero: lowest compared OMol25 entry of this formula, charge and spin): 108.1 kJ/mol
* E_tot: -14111.4288 eV
* gap between HOMO and LUMO: 10.04 eV
* LUMO level: 0.809 eV
* HOMO level: -9.23 eV
* SMILES: Cc1[nH]nc([C@H](C)O)c1F

---

- The lowest E_tot belongs to which entry?
  C38H33BrCrN3O9

---

- Which value of E_tot does entry 1 give?
  -16964.0798 eV

---

- Which value of E_tot does entry 3 give?
  -18174.9468 eV